w) Entry from OMol25: a 2-piece molecular cluster, C5H13NO2 overall (wB97M-V/def2-TZVPD).

## Properties
SMILES   C=C(C)OC.NCO
E_HOMO   -0.32321 hartree

Geometry (Å):
C (1.42, 0.28, -0.90)
C (1.32, -0.50, 0.16)
C (1.82, -1.92, 0.19)
O (0.72, -0.21, 1.36)
C (0.45, 1.11, 1.76)
H (1.05, 1.29, -0.95)
H (1.89, -0.10, -1.79)
H (1.38, -2.51, -0.61)
H (1.57, -2.37, 1.15)
H (2.90, -1.94, 0.06)
H (0.08, 1.72, 0.94)
H (-0.30, 1.05, 2.55)
H (1.36, 1.58, 2.17)
N (-2.03, -0.51, -0.06)
C (-1.96, 0.20, -1.30)
O (-1.52, 1.55, -1.22)
H (-2.65, -0.05, 0.60)
H (-1.12, -0.61, 0.37)
H (-1.23, -0.30, -1.94)
H (-2.95, 0.16, -1.78)
H (-2.19, 2.07, -0.75)

x) Entry from OMol25: C5H13NO2 as an isolated structure (wB97M-V/def2-TZVPD).

## Properties
E_HOMO   -0.30242 hartree

Geometry (Å):
C (-0.41, -0.23, 1.12)
C (-1.06, 0.33, -0.15)
C (0.13, 0.28, -1.19)
C (0.49, -1.00, -1.77)
O (2.47, -1.65, -0.35)
N (-1.76, 1.66, -0.25)
C (-2.55, 1.32, 0.75)
O (2.15, 0.44, 1.41)
H (-1.02, -0.97, 1.64)
H (-0.27, 0.63, 1.79)
H (0.57, -0.63, 0.92)
H (-1.82, -0.48, -0.51)
H (-0.05, 1.11, -1.88)
H (0.85, 0.84, -0.49)
H (0.80, -0.91, -2.81)
H (0.00, -1.92, -1.47)
H (1.86, -1.38, -1.11)
H (2.88, 0.79, 1.92)
H (-3.44, 0.73, 0.52)
H (-2.44, 1.88, 1.70)
H (2.60, -0.84, 0.21)

Which of them is least stable? Easy: x).

w) Entry from OMol25: a 2-piece molecular cluster, C5H13NO2 overall (wB97M-V/def2-TZVPD).

## Properties
SMILES   CCC(=O)N(C)C.O
E_HOMO   -0.33528 hartree

Geometry (Å):
C (-1.31, -1.00, -0.62)
C (-0.31, 0.21, -0.75)
C (-0.22, 0.96, 0.58)
O (-1.00, 0.66, 1.45)
N (0.73, 1.92, 0.78)
C (1.90, 1.97, -0.12)
C (0.93, 2.47, 2.08)
H (-2.30, -0.83, -0.16)
H (-0.70, -1.61, 0.07)
H (-1.45, -1.57, -1.55)
H (0.70, -0.16, -1.02)
H (-0.64, 0.90, -1.55)
H (1.68, 1.83, -1.20)
H (2.47, 1.10, 0.24)
H (2.52, 2.87, 0.00)
H (1.57, 3.36, 2.00)
H (1.46, 1.70, 2.67)
H (0.01, 2.75, 2.63)
O (-2.37, -5.78, -2.02)
H (-1.94, -6.64, -1.80)
H (-1.73, -5.10, -1.70)

x) Entry from OMol25: one molecule with the formula C5H13NO2 (wB97M-V/def2-TZVPD).

## Properties
SMILES   C[C@@H](CCO)NCO
E_HOMO   -0.32466 hartree

Geometry (Å):
C (-0.47, 1.54, -1.50)
C (-0.08, 0.63, -0.37)
C (-1.34, 0.04, 0.28)
C (-1.09, -0.37, 1.71)
O (-1.90, -1.49, 2.11)
N (0.77, -0.43, -0.88)
C (1.91, -0.97, -0.20)
O (2.72, 0.00, 0.45)
H (-1.16, 2.34, -1.23)
H (0.36, 2.01, -2.04)
H (-1.04, 1.00, -2.26)
H (0.46, 1.15, 0.42)
H (-1.59, -0.84, -0.31)
H (-2.16, 0.77, 0.22)
H (-0.05, -0.57, 1.96)
H (-1.45, 0.38, 2.42)
H (-1.62, -2.26, 1.60)
H (0.78, -0.57, -1.88)
H (2.50, -1.49, -0.96)
H (1.62, -1.64, 0.59)
H (2.82, 0.76, -0.13)

Which of them is least stable? Easy: x).